(1)
{"formula": "C88H102F6N18O27S6", "method": "ωB97M-V with the def2-TZVPD basis set", "max_force_ev_per_a": 4.0, "e_lumo_ev": -10.53, "molar_mass_g_mol": 2150.27, "total_energy_ev": -256271.5257, "total_charge": 6, "spin_multiplicity": 1, "species": ["C", "N", "C", "C", "C", "C", "C", "C", "C", "C", "N", "C", "C", "C", "H", "H", "H", "H", "H", "H", "H", "H", "H", "H", "H", "H", "H", "H", "C", "N", "C", "C", "C", "C", "C", "C", "C", "C", "N", "C", "C", "C", "H", "H", "H", "H", "H", "H", "H", "H", "H", "H", "H", "H", "H", "H", "C", "N", "C", "C", "C", "C", "C", "C", "C", "C", "N", "C", "C", "C", "H", "H", "H", "H", "H", "H", "H", "H", "H", "H", "H", "H", "H", "H", "C", "N", "C", "C", "C", "C", "C", "C", "C", "C", "N", "C", "C", "C", "H", "H", "H", "H", "H", "H", "H", "H", "H", "H", "H", "H", "H", "H", "C", "N", "C", "C", "C", "C", "C", "C", "C", "C", "N", "C", "C", "C", "H", "H", "H", "H", "H", "H", "H", "H", "H", "H", "H", "H", "H", "H", "C", "N", "C", "C", "C", "C", "C", "C", "C", "C", "N", "C", "C", "C", "H", "H", "H", "H", "H", "H", "H", "H", "H", "H", "H", "H", "H", "H", "C", "N", "C", "C", "C", "C", "C", "C", "C", "C", "N", "C", "C", "C", "H", "H", "H", "H", "H", "H", "H", "H", "H", "H", "H", "H", "H", "H", "O", "C", "O", "O", "H", "O", "C", "O", "O", "H", "O", "C", "O", "O", "H", "O", "C", "O", "O", "H", "N", "O", "O", "O", "N", "S", "O", "O", "F", "S", "O", "O", "F", "N", "S", "O", "O", "F", "S", "O", "O", "F", "N", "S", "O", "O", "F", "S", "O", "O", "F"], "coordinates": [[0.146, -7.392, -1.607], [-0.770, -6.223, -1.729], [-2.072, -6.431, -1.453], [-2.965, -5.453, -1.703], [-2.552, -4.202, -2.183], [-1.161, -3.936, -2.189], [-0.309, -4.969, -2.052], [-3.517, -3.236, -2.665], [-3.105, -1.922, -2.934], [-4.081, -1.004, -3.286], [-5.347, -1.295, -3.591], [-5.776, -2.577, -3.462], [-4.855, -3.514, -2.977], [-6.372, -0.219, -3.679], [-0.215, -8.113, -0.874], [1.093, -7.007, -1.212], [0.298, -7.869, -2.565], [-2.398, -7.403, -1.118], [-4.008, -5.545, -1.488], [-0.704, -3.002, -2.586], [0.746, -4.907, -2.191], [-2.105, -1.631, -2.667], [-3.845, 0.089, -3.182], [-6.775, -2.725, -3.676], [-5.342, -4.530, -2.943], [-7.360, -0.630, -3.587], [-6.197, 0.339, -4.605], [-6.143, 0.495, -2.905], [-6.811, 0.597, 11.913], [-6.447, -0.103, 10.629], [-7.222, 0.188, 9.560], [-6.995, -0.381, 8.337], [-6.026, -1.341, 8.175], [-5.253, -1.644, 9.272], [-5.450, -0.993, 10.479], [-5.791, -2.073, 6.849], [-6.220, -3.420, 6.740], [-6.227, -4.026, 5.518], [-5.805, -3.397, 4.400], [-5.248, -2.186, 4.481], [-5.239, -1.488, 5.701], [-6.176, -3.900, 3.081], [-6.569, 1.630, 11.683], [-6.190, 0.196, 12.713], [-7.871, 0.357, 11.995], [-7.970, 0.879, 9.680], [-7.612, -0.087, 7.495], [-4.494, -2.378, 9.222], [-4.775, -1.148, 11.277], [-6.527, -3.907, 7.665], [-6.660, -5.018, 5.384], [-4.886, -1.792, 3.503], [-4.624, -0.585, 5.673], [-7.214, -3.778, 3.007], [-5.885, -4.920, 2.971], [-5.656, -3.337, 2.311], [-9.318, 9.898, 0.820], [-7.956, 9.219, 0.696], [-7.290, 8.969, 1.829], [-6.098, 8.224, 1.788], [-5.575, 7.812, 0.603], [-6.248, 8.195, -0.577], [-7.441, 8.904, -0.494], [-4.340, 7.028, 0.659], [-4.128, 5.826, -0.053], [-2.969, 5.140, 0.160], [-2.016, 5.643, 0.914], [-2.153, 6.739, 1.644], [-3.315, 7.475, 1.503], [-0.766, 4.863, 0.859], [-9.411, 10.128, 1.874], [-9.952, 9.058, 0.441], [-9.333, 10.749, 0.141], [-7.797, 9.306, 2.731], [-5.574, 8.047, 2.715], [-5.806, 8.020, -1.567], [-8.059, 9.072, -1.382], [-4.819, 5.391, -0.740], [-2.684, 4.275, -0.504], [-1.325, 7.019, 2.287], [-3.441, 8.366, 2.019], [-1.084, 3.830, 0.878], [-0.148, 5.164, 1.703], [-0.236, 5.102, -0.094], [6.289, -4.920, -7.075], [6.767, -3.637, -6.570], [7.360, -3.635, -5.313], [7.682, -2.465, -4.737], [7.432, -1.274, -5.363], [6.880, -1.305, -6.658], [6.508, -2.518, -7.209], [7.875, 0.006, -4.769], [8.960, 0.181, -3.964], [9.202, 1.347, -3.262], [8.330, 2.336, -3.495], [7.314, 2.271, -4.403], [7.043, 1.101, -5.052], [8.491, 3.642, -2.711], [6.216, -4.868, -8.159], [5.289, -5.109, -6.699], [7.071, -5.701, -6.924], [7.675, -4.603, -4.902], [8.081, -2.521, -3.711], [6.743, -0.443, -7.259], [6.037, -2.635, -8.164], [9.538, -0.680, -3.690], [9.974, 1.505, -2.603], [6.650, 3.081, -4.288], [6.265, 0.914, -5.810], [8.213, 3.469, -1.671], [7.795, 4.320, -3.192], [9.499, 4.013, -2.827], [1.185, 0.274, -3.648], [0.926, -0.203, -2.285], [1.536, -1.253, -1.744], [1.318, -1.683, -0.432], [0.302, -1.093, 0.285], [-0.368, -0.050, -0.334], [-0.034, 0.442, -1.563], [-0.060, -1.579, 1.664], [-1.018, -0.837, 2.424], [-1.570, -1.424, 3.518], [-1.054, -2.631, 3.911], [-0.144, -3.324, 3.238], [0.378, -2.796, 2.117], [-1.641, -3.167, 5.110], [0.467, -0.144, -4.385], [2.207, -0.086, -3.819], [1.144, 1.356, -3.522], [2.340, -1.624, -2.421], [1.957, -2.453, -0.022], [-1.068, 0.492, 0.251], [-0.367, 1.396, -1.947], [-1.343, 0.165, 2.176], [-2.220, -0.869, 4.168], [0.198, -4.255, 3.631], [0.977, -3.435, 1.458], [-0.857, -3.710, 5.674], [-2.529, -3.768, 4.876], [-2.010, -2.377, 5.737], [-1.258, 5.743, -8.056], [-0.591, 6.842, -8.809], [-0.640, 8.076, -8.377], [-0.110, 9.128, -9.083], [0.581, 8.877, -10.279], [0.462, 7.620, -10.819], [-0.063, 6.579, -10.020], [1.434, 9.995, -10.967], [2.512, 9.669, -11.717], [3.353, 10.651, -12.259], [3.086, 11.941, -12.016], [2.023, 12.315, -11.253], [1.163, 11.379, -10.734], [4.126, 12.917, -12.465], [-1.798, 6.129, -7.157], [-0.441, 5.054, -7.757], [-1.876, 5.147, -8.752], [-1.097, 8.186, -7.390], [-0.228, 10.144, -8.684], [0.857, 7.287, -11.736], [-0.233, 5.586, -10.458], [2.621, 8.612, -11.992], [4.094, 10.379, -13.025], [1.996, 13.339, -11.077], [0.361, 11.780, -10.132], [4.938, 12.467, -13.072], [4.588, 13.312, -11.544], [3.640, 13.692, -13.028], [3.207, -10.852, 3.831], [3.701, -10.067, 4.956], [3.666, -10.577, 6.186], [4.135, -9.857, 7.236], [4.681, -8.636, 7.067], [4.867, -8.170, 5.777], [4.296, -8.876, 4.763], [5.118, -7.778, 8.240], [6.415, -7.248, 8.317], [6.769, -6.375, 9.307], [5.821, -6.127, 10.264], [4.643, -6.729, 10.302], [4.299, -7.612, 9.320], [5.948, -5.038, 11.189], [2.644, -10.195, 3.196], [2.598, -11.635, 4.229], [4.132, -11.199, 3.403], [3.236, -11.561, 6.273], [4.068, -10.277, 8.198], [5.377, -7.232, 5.587], [4.498, -8.520, 3.797], [7.100, -7.415, 7.455], [7.706, -5.805, 9.363], [4.035, -6.543, 11.189], [3.303, -8.043, 9.353], [5.062, -4.420, 11.114], [6.811, -4.439, 10.792], [6.232, -5.449, 12.147], [-1.224, 0.731, 7.112], [-2.385, 0.128, 6.836], [-3.097, -0.278, 7.802], [-2.797, 0.091, 5.633], [-1.154, 0.747, 8.071], [3.239, -3.083, -6.492], [3.533, -2.280, -5.343], [2.844, -2.555, -4.331], [4.334, -1.334, -5.512], [2.542, -3.608, -6.167], [-2.024, -3.685, 0.581], [-3.192, -3.090, 1.056], [-3.666, -2.277, 0.246], [-3.616, -3.373, 2.206], [-1.536, -4.097, 1.321], [-3.039, 0.646, 0.272], [-3.331, 1.622, -0.724], [-4.347, 1.383, -1.441], [-2.461, 2.529, -0.660], [-3.592, -0.179, 0.229], [1.626, -6.897, 1.483], [1.499, -5.671, 1.193], [2.785, -7.418, 1.650], [0.631, -7.670, 1.435], [4.841, 1.320, -2.764], [5.609, 0.196, -1.803], [6.547, 0.814, -0.854], [5.913, -0.995, -2.612], [4.356, -0.425, -0.938], [4.171, 2.582, -2.045], [4.873, 3.477, -1.175], [2.887, 2.161, -1.602], [3.860, 3.296, -3.394], [2.484, -5.071, 7.685], [1.598, -5.726, 6.628], [2.309, -6.806, 6.013], [1.026, -4.785, 5.708], [0.353, -6.467, 7.344], [2.099, -4.655, 9.080], [3.267, -4.518, 9.880], [0.945, -5.334, 9.621], [1.664, -3.106, 8.699], [-2.478, 5.795, -2.806], [-1.028, 5.510, -3.442], [-0.178, 5.688, -2.293], [-0.787, 6.191, -4.713], [-0.960, 3.904, -3.721], [-3.681, 5.776, -3.849], [-3.507, 6.432, -5.156], [-4.846, 6.092, -3.023], [-3.795, 4.261, -4.221]]}

---

(2)
{"formula": "C8H10", "method": "ωB97M-V with the def2-TZVPD basis set", "max_force_ev_per_a": 5.1, "e_lumo_ev": 0.56, "molar_mass_g_mol": 106.17, "total_energy_ev": -8453.3718, "spin_multiplicity": 1, "smiles": "C=C=C=C1[C@H](C)[C@H]1C", "species": ["C", "C", "C", "C", "C", "C", "C", "C", "H", "H", "H", "H", "H", "H", "H", "H", "H", "H"], "coordinates": [[-1.470, 1.335, 3.496], [-1.020, 0.728, 2.394], [-0.828, 0.325, 1.200], [-0.218, 0.047, 0.085], [1.031, -0.256, -0.632], [1.928, 0.845, -0.873], [-0.258, -0.360, -1.440], [-0.818, -1.777, -1.629], [-2.503, 1.540, 3.556], [-0.808, 1.449, 4.356], [1.519, -1.251, -0.338], [2.492, 1.233, -0.052], [1.337, 1.614, -1.355], [2.788, 0.495, -1.604], [-0.497, 0.314, -2.165], [-0.090, -2.221, -2.327], [-1.744, -1.778, -2.047], [-0.844, -2.283, -0.626]]}